No. 1
ORCA calculation (ωB97M-V/def2-TZVPD) on a 3-piece molecular cluster, C5H17NO2 overall.

Each line ends with the Mulliken charge.
CARTESIAN COORDINATES (ANGSTROEM)
C -0.39038 -2.16990 -0.84575  -1.156
C 0.71614 -1.07036 -0.82852  -0.320
N 0.31566 0.02895 0.18670  -0.349
C -0.36369 1.92397 -1.18820  -1.135
C 0.76631 1.39798 -0.16401  0.446
C 0.95550 2.37932 0.98447  -1.465
H -0.28154 -2.88855 -1.65342  0.374
H -0.51724 -2.61564 0.12693  0.316
H -1.39827 -1.74773 -0.85136  0.296
H 0.85485 -0.68298 -1.79332  0.343
H 1.67499 -1.56282 -0.46608  0.237
H -0.76709 0.13456 0.25548  0.190
H -0.46494 3.03706 -1.25787  0.358
H -1.33369 1.51685 -0.75216  0.276
H -0.18563 1.59700 -2.14106  0.332
H 1.82076 1.34866 -0.68527  0.248
H 1.37092 3.43081 0.71527  0.307
H 1.62051 1.92703 1.65535  0.392
H 0.00773 2.53687 1.55142  0.285
H -4.26105 -0.53148 0.52809  0.294
H -4.34490 -1.60047 1.56920  0.306
O -3.77984 -1.20632 0.89478  -0.601
H 2.82351 -1.06395 1.67977  0.319
H 2.14138 -2.19555 1.11599  0.365
O 3.01997 -1.92331 1.36359  -0.658

## Properties
Net charge: 0
ΔE to the lowest compared entry with this formula, charge and spin (kJ/mol): 187.6
Frontier orbital gap (eV): 9.4
E_HOMO (eV): -8.75



No. 2
ORCA calculation (ωB97M-V/def2-TZVPD) on a 3-piece molecular cluster, C5H17NO2 overall.

Each line ends with the Mulliken charge.
CARTESIAN COORDINATES (ANGSTROEM)
C 1.35829 1.52483 -0.55336  -0.922
N 1.63316 0.02747 -0.52491  -0.174
C 0.63908 -0.56729 -1.35631  -1.222
C 0.09790 -0.37648 1.53517  -0.973
C 1.47313 -0.30463 0.94341  0.214
C 2.09177 -1.76660 0.90966  -1.421
H 2.12450 2.27010 -0.60535  0.331
H 0.62103 1.72844 -1.32184  0.277
H 0.76344 1.83423 0.29693  0.262
H 0.44040 0.05870 -2.12260  0.644
H -0.15668 -0.81909 -0.79211  0.404
H 1.15051 -1.49941 -1.69417  0.212
H -0.64034 -0.63264 0.80748  0.251
H -0.38539 0.47930 2.16749  0.263
H 0.14170 -1.33539 2.18852  0.283
H 2.13570 0.36002 1.43058  0.485
H 2.19176 -2.29836 1.87607  0.413
H 1.64853 -2.45813 0.15860  0.306
H 3.12702 -1.66430 0.41573  0.377
H -2.51684 1.21981 -2.16928  0.311
H -1.75974 2.01720 -1.10016  0.309
O -2.55144 1.55797 -1.25739  -0.637
H -3.88905 -0.33144 1.34569  0.321
H -2.87208 0.40625 0.32451  0.319
O -3.38827 -0.38129 0.45701  -0.632

## Properties
Net charge: 0
ΔE to the lowest compared entry with this formula, charge and spin (kJ/mol): 279.0
Frontier orbital gap (eV): 9.4
E_HOMO (eV): -8.78



No. 3
ORCA calculation (ωB97M-V/def2-TZVPD) on a 5-piece molecular cluster, C5H17NO5 overall.

Each line ends with the Mulliken charge.
CARTESIAN COORDINATES (ANGSTROEM)
O -1.39064 1.61133 -1.68439  -0.547
C -2.04170 0.95124 -0.90201  -0.113
C -1.63823 -0.41765 -0.44802  -0.561
C -0.71841 -0.36003 0.78190  -0.896
C 0.67512 0.18660 0.46511  -0.654
C 2.77013 -0.81457 0.18443  -0.465
N 1.53453 -0.88338 -0.03315  -0.248
H -2.97715 1.36667 -0.49328  0.308
H -1.12558 -0.93014 -1.26356  0.235
H -2.53002 -0.99817 -0.20847  0.409
H -0.64799 -1.36910 1.19172  0.610
H -1.19427 0.22805 1.57008  0.327
H 0.58899 0.93570 -0.32367  0.407
H 1.11552 0.71559 1.31462  0.526
H 3.28081 -0.02870 0.75036  0.259
H 3.42947 -1.58810 -0.20613  0.260
H 0.27463 0.41471 3.52272  0.319
H 0.82118 -0.86050 2.95050  0.385
O 0.75170 -0.38180 3.78314  -0.647
H -0.76232 3.14513 -0.05795  0.293
H -0.97800 3.81068 1.29168  0.279
O -0.88389 2.94458 0.87901  -0.575
H 0.40543 -4.04913 -0.18341  0.312
H 0.43602 -2.56242 -0.55511  0.376
O -0.14778 -3.33791 -0.51905  -0.652
H 1.09176 -0.30644 -2.44682  0.324
H 0.08084 0.84749 -2.62216  0.410
O 0.82557 0.39270 -3.05345  -0.680

## Properties
Net charge: 0
ΔE to the lowest compared entry with this formula, charge and spin (kJ/mol): 170.9
Frontier orbital gap (eV): 10.8
E_HOMO (eV): -10.41



No. 4
ORCA calculation (ωB97M-V/def2-TZVPD) on a 5-piece molecular cluster, C5H17O4S overall.

Each line ends with the Mulliken charge.
CARTESIAN COORDINATES (ANGSTROEM)
C 2.26649 1.64107 0.36333  0.021
O 3.20977 2.30615 0.73954  -0.567
C 2.20506 0.15717 0.58601  -0.676
C 0.92886 -0.49086 0.04927  -0.437
C -0.32015 -0.10570 0.83347  -0.694
S -0.46422 -0.98542 2.41474  -0.135
C -0.95581 -2.61224 1.81974  -0.467
H 1.44011 2.12736 -0.16950  0.413
H -0.50163 4.19935 0.05867  -0.259
H 2.32447 -0.05363 1.64915  0.272
H 3.07642 -0.30416 0.11369  0.355
H 0.75942 -0.25748 -0.99399  0.349
H 1.02829 -1.57850 0.09069  0.399
H -1.21220 -0.29403 0.24233  0.128
H -0.37033 0.95831 1.03868  0.479
H -1.92454 -2.89020 2.23612  0.310
H -0.23065 -3.38401 2.08601  0.250
H -1.03452 -2.62777 0.72977  0.022
H -0.59253 2.62264 -2.22799  0.227
H -0.31996 4.75395 0.53748  0.241
O -0.56487 2.10992 -1.40826  -0.636
H -1.42090 -1.36916 -1.59118  0.333
H -0.93077 -2.82935 -1.99364  0.256
O -1.29837 -2.36022 -1.24308  -0.735
H -2.53375 0.13097 -2.09798  0.221
H -0.98045 1.16005 -1.70546  0.321
O -1.58324 -0.02423 -2.15762  -0.990

## Properties
Net charge: -1
ΔE to the lowest compared entry with this formula, charge and spin (kJ/mol): 0.0
Frontier orbital gap (eV): 8.4
E_HOMO (eV): -5.12



No. 5
ORCA calculation (ωB97M-V/def2-TZVPD) on C5H17O4S as an isolated structure.

Each line ends with the Mulliken charge.
CARTESIAN COORDINATES (ANGSTROEM)
C 1.45704 2.12174 0.15758  0.091
O 2.04528 3.06963 -0.41517  -0.598
C 2.25837 1.27798 1.11497  -0.270
C 1.75767 -0.12278 1.20574  -0.643
C 0.53891 -0.11720 2.05573  -0.822
S -0.31705 -1.68563 2.09488  -0.226
C -1.08023 -1.46498 0.43128  -0.292
H 0.54285 1.64544 -0.17421  0.242
H -2.93463 -3.00390 -1.06606  -0.108
H 2.29679 1.83866 2.09915  0.300
H 3.35623 1.08313 0.76601  0.214
H 1.56365 -0.65524 0.19332  0.303
H 2.43941 -0.82780 1.56946  0.436
H -0.26677 0.53418 1.88301  0.390
H 0.99018 0.09906 3.01268  0.414
H -1.74744 -2.44720 0.21641  -0.111
H -0.34892 -1.23200 -0.23762  0.217
H -1.76336 -0.53065 0.26907  0.275
H 1.44771 1.49408 -2.34721  0.323
H -2.47693 -3.65427 -1.35315  0.169
O 1.38412 0.51432 -1.99213  -0.690
H -2.23169 0.56207 -1.34935  0.413
H -3.78445 0.03301 -1.12489  0.233
O -3.23810 0.58352 -0.64117  -0.888
H -1.04529 0.36675 -2.64739  0.211
H 0.31491 0.52174 -1.86762  0.343
O -1.15827 -0.00363 -1.85330  -0.926

## Properties
Net charge: -1
ΔE to the lowest compared entry with this formula, charge and spin (kJ/mol): 303.5
Frontier orbital gap (eV): 8.1
E_HOMO (eV): -4.87



No. 6
ORCA calculation (ωB97M-V/def2-TZVPD) on C5H18MnNO as an isolated structure.

Each line ends with the Löwdin spin population.
CARTESIAN COORDINATES (ANGSTROEM)
C 2.06357 0.23067 0.01680  0.020
Mn 0.19443 -0.49634 -0.99812  4.814
N 0.18743 -2.74001 -1.00730  0.027
H 0.97933 1.30979 2.19257  -0.001
H 1.35261 1.97509 2.17667  0.001
H 2.05831 1.20581 0.49228  0.011
H 2.69646 0.24589 -0.87863  0.013
H 2.44591 -0.53940 0.71071  0.007
H -0.27263 -3.25145 -1.77610  0.004
H -0.30576 -3.04445 -0.16273  -0.012
H 1.11548 -3.16335 -0.94056  0.001
C -2.94571 0.96514 1.61029  -0.003
C -2.63422 -0.24319 0.74277  -0.012
O -1.79636 0.00860 -0.40604  0.068
C -2.46115 0.91005 -1.40961  0.035
C -3.81367 0.38126 -1.82831  0.008
H -2.05528 1.43116 2.05509  -0.001
H -3.55449 0.60533 2.44898  -0.001
H -3.55713 1.72721 1.10708  0.000
H -2.10587 -1.00598 1.32779  -0.017
H -3.60047 -0.64291 0.39088  -0.001
H -2.51333 1.86679 -0.88807  0.001
H -1.78638 0.97025 -2.27741  0.030
H -4.59560 0.49711 -1.08089  0.000
H -4.15171 0.91632 -2.71527  0.002
H -3.76021 -0.67388 -2.10313  0.004

## Properties
Net charge: -1
Spin multiplicity: 6
Frontier orbital gap (spin up / spin down) (eV): 3.0 / 3.0
E_HOMO (spin up / spin down) (eV): 0.22 / 0.21



No. 7
ORCA calculation (ωB97M-V/def2-TZVPD) on a 3-piece molecular cluster, C5H18N2O3 overall.

Each line ends with the Mulliken charge.
CARTESIAN COORDINATES (ANGSTROEM)
N 0.87534 -0.77697 1.38762  -0.787
C -0.44110 -0.15760 0.98955  1.196
C -1.48044 -0.42330 2.11755  -0.784
O -0.84587 -0.55695 3.30627  -0.565
C -0.85794 -0.67951 -0.38445  -0.581
N -0.75079 0.52249 -1.36081  -0.091
C 0.77480 0.53410 -1.67623  -1.612
C -1.70743 0.11117 -2.50564  -1.046
H 1.54149 -0.08219 1.03968  0.319
H 0.97367 -1.54899 0.74053  0.284
H -0.30484 0.95936 0.81647  -0.595
H -2.08722 0.36150 2.21283  0.433
H -1.96615 -1.27279 1.78943  0.382
H -0.19120 -1.21250 3.36879  0.316
H -0.20646 -1.51666 -0.69944  0.145
H -1.96611 -1.01680 -0.31396  0.310
H 1.43739 0.56165 -1.02974  0.376
H 0.79806 -0.36059 -2.22492  0.842
H 0.95349 1.40707 -2.30694  0.293
H -2.38309 -0.63668 -2.06250  0.367
H -2.46734 0.93843 -2.56283  0.346
H -1.55930 -0.16285 -3.47977  0.398
H 3.08694 -0.71052 -1.26538  0.304
H 3.33000 -2.06267 -1.38955  0.299
O 2.75912 -1.40009 -1.81726  -0.563
H 0.90436 2.77853 1.24171  0.287
H -0.10493 2.79878 -0.01306  0.359
O 0.78826 2.73830 0.34928  -0.632

## Properties
Net charge: 0
ΔE to the lowest compared entry with this formula, charge and spin (kJ/mol): 441.8
Frontier orbital gap (eV): 9.3
E_HOMO (eV): -8.82



No. 8
ORCA calculation (ωB97M-V/def2-TZVPD) on a 2-piece molecular cluster, C5H18N3Si overall.

Each line ends with the Mulliken charge.
CARTESIAN COORDINATES (ANGSTROEM)
C -0.66216 -1.32558 -1.53874  -0.817
C -0.10908 -3.54236 -0.43232  -0.945
C -0.43939 3.10116 0.47395  -0.889
C -2.17570 1.47216 0.54320  -0.829
C 0.95273 -1.59444 0.21847  -0.004
N 1.37763 -0.01192 0.28391  0.005
N 0.11952 -2.15548 -0.58015  0.118
N -1.02262 1.95674 -0.22523  -0.284
Si 2.92878 0.56324 0.75100  0.122
H -0.40235 -0.26706 -1.45933  0.291
H -0.34804 -1.76043 -2.54247  0.357
H -1.81367 -1.47883 -1.30162  0.316
H -1.05790 -3.82603 -0.82695  0.348
H 0.63147 -4.19547 -0.80212  0.349
H -0.10950 -3.73204 0.61714  0.424
H -0.06357 3.86794 -0.18978  0.337
H -1.22024 3.68493 0.95368  0.365
H 0.29848 2.65140 1.23050  0.215
H -3.02411 1.22119 -0.08831  0.364
H -1.78471 0.59753 1.14897  0.191
H -2.56615 2.28507 1.23080  0.320
H 1.49833 -2.21116 0.92669  0.448
H 0.56972 0.48532 -0.11294  0.145
H -1.37445 2.17264 -1.06424  0.222
H 2.61621 0.82571 2.28567  -0.033
H 3.34900 1.79198 0.00756  -0.025
H 3.83178 -0.57622 0.49263  -0.113

## Properties
Net charge: +1
ΔE to the lowest compared entry with this formula, charge and spin (kJ/mol): 312.1
Frontier orbital gap (eV): 8.8
E_HOMO (eV): -12.75